(1)
The following is a quantum chemistry calculation of the molecule C10H11NO2, from the Open Molecules 2025 dataset.

Results
Structure (SMILES): O=C(O)[C@H]1Cc2ccccc2CN1
HOMO in eV: -8.814
HOMO-LUMO gap in eV: 9.489

```
24
C10H11NO2 the ωB97M-V functional and the def2-TZVPD basis
C -2.45 -0.75 -0.53
C -1.75 -0.14 0.81
C -0.55 -0.82 1.26
C 0.72 -0.43 0.50
C 1.77 -1.37 0.34
C 2.95 -1.12 -0.30
C 2.96 0.08 -0.94
C 1.95 1.04 -0.72
C 0.82 0.81 0.00
C -0.47 1.67 -0.20
H -3.74 -0.56 -1.73
H -2.64 -0.22 1.46
H -0.40 -0.44 2.34
H -0.88 -1.90 1.21
H 1.59 -2.39 0.78
H 3.80 -1.73 -0.60
H 3.91 0.40 -1.35
H 2.11 2.08 -1.14
H -0.89 1.54 -1.24
H -0.23 2.79 -0.02
H -1.56 1.85 1.55
N -1.51 1.32 0.64
O -3.32 0.15 -1.08
O -2.20 -1.86 -1.03
```

(2)
The following is a quantum chemistry calculation of the molecule C5H15OPSi, from the Open Molecules 2025 dataset.

Results
Structure (SMILES): C[Si](C)(C)P(C)(C)=O
HOMO in eV: -8.965
HOMO-LUMO gap in eV: 9.707

```
23
C5H15OPSi the ωB97M-V functional and the def2-TZVPD basis
C -0.89 -1.88 0.15
C -1.68 0.53 1.73
C -1.89 0.67 -1.60
C 1.43 2.64 1.00
C 2.35 -0.21 0.04
O 1.21 1.24 -1.82
Si -1.02 0.03 -0.07
P 1.01 0.97 -0.41
H -0.65 -2.34 -0.83
H -0.23 -2.16 0.93
H -1.96 -2.11 0.35
H -1.18 0.05 2.50
H -1.48 1.58 1.72
H -2.79 0.46 1.81
H -1.30 1.63 -1.92
H -1.86 0.12 -2.49
H -2.96 0.97 -1.36
H 1.17 3.58 0.55
H 0.81 2.46 1.96
H 2.53 2.67 1.08
H 3.22 0.26 0.08
H 2.12 -0.79 0.91
H 2.38 -0.94 -0.91
```

(3)
The following is a quantum chemistry calculation of an isolated ion of composition CClFO3P and charge -1, from the Open Molecules 2025 dataset.

Results
HOMO (spin up / spin down) in eV: -4.824 / -4.825
Total charge: -1
HOMO-LUMO gap (spin up / spin down) in eV: 7.254 / 7.258

```
7
CClFO3P the ωB97M-V functional and the def2-TZVPD basis
C -0.36 0.55 -0.81
O 0.39 1.03 1.67
O 1.89 -0.63 0.39
O -0.58 -1.20 0.73
F -1.69 0.93 -0.77
P 0.57 -0.12 0.80
Cl -0.22 -0.56 -2.00
```

(4)
The following is a quantum chemistry calculation of a 6-piece molecular cluster, C28H35F14N7O2S2 overall, from the Open Molecules 2025 dataset.

Results
Structure (SMILES): CNCN(CCC(F)(F)C(F)(F)C(F)(F)C(F)(F)S(F)(F)(F)(F)F)S(=O)(=O)F.c1cc[nH]c1.c1cc[nH]c1.c1cc[nH]c1.c1cc[nH]c1.c1cc[nH]c1
HOMO in eV: -8.015
HOMO-LUMO gap in eV: 6.159

```
88
C28H35F14N7O2S2 the ωB97M-V functional and the def2-TZVPD basis
C 4.89 -2.51 1.09
N 5.06 -1.33 0.19
C 3.88 -1.10 -0.69
N 3.63 0.35 -1.00
C 3.44 1.01 0.33
C 2.62 2.36 0.32
C 1.06 2.18 -0.07
F 0.57 3.50 -0.16
F 1.09 1.70 -1.42
C 0.30 1.22 0.94
F 0.59 -0.11 0.53
F 1.00 1.34 2.18
C -1.21 1.49 1.28
F -1.26 2.79 1.85
F -1.52 0.69 2.41
C -2.29 1.49 0.14
F -2.05 2.53 -0.78
F -3.50 1.89 0.76
S -2.63 -0.06 -0.83
F -3.33 0.89 -2.03
F -4.16 -0.15 -0.14
F -2.07 -1.09 0.31
F -1.22 0.01 -1.68
F -3.05 -1.38 -1.73
S 4.90 1.04 -1.92
O 4.92 0.28 -3.23
O 4.72 2.48 -2.26
F 6.42 0.83 -1.26
H 3.82 -2.80 1.31
H 5.36 -2.23 2.10
H 5.50 -3.42 0.72
H 5.82 -1.61 -0.46
H 2.95 -1.57 -0.23
H 4.09 -1.67 -1.67
H 4.49 1.26 0.74
H 3.01 0.25 1.07
H 2.74 2.92 1.31
H 3.02 3.09 -0.47
N 1.39 -3.05 -2.41
C 0.91 -4.11 -1.68
C 1.44 -5.26 -2.21
C 2.26 -4.88 -3.30
C 2.22 -3.51 -3.40
H 1.16 -2.08 -2.25
H 0.25 -3.95 -0.84
H 1.25 -6.26 -1.85
H 2.83 -5.54 -3.94
H 2.70 -2.83 -4.08
N -0.01 5.39 4.97
C -0.12 4.52 3.92
C 0.50 5.08 2.84
C 1.01 6.34 3.25
C 0.68 6.50 4.57
H -0.38 5.23 5.90
H -0.62 3.57 4.04
H 0.59 4.65 1.85
H 1.56 7.05 2.65
H 0.88 7.31 5.26
N -6.94 -0.60 1.25
C -7.32 -1.56 2.14
C -8.63 -1.33 2.47
C -9.06 -0.20 1.74
C -7.99 0.23 0.99
H -6.02 -0.52 0.83
H -6.63 -2.32 2.47
H -9.22 -1.92 3.16
H -10.04 0.26 1.77
H -7.90 1.06 0.30
N -9.17 -3.96 0.28
C -9.72 -4.25 -0.94
C -10.96 -4.78 -0.73
C -11.18 -4.81 0.67
C -10.05 -4.29 1.27
H -8.25 -3.56 0.42
H -9.18 -4.05 -1.85
H -11.65 -5.12 -1.49
H -12.06 -5.16 1.19
H -9.81 -4.13 2.30
N 10.70 1.49 -2.23
C 9.34 1.41 -2.14
C 8.80 2.20 -3.12
C 9.87 2.78 -3.84
C 11.03 2.32 -3.27
H 11.35 1.02 -1.64
H 8.87 0.79 -1.39
H 7.74 2.35 -3.30
H 9.80 3.46 -4.67
H 12.07 2.52 -3.51
```

(5)
The following is a quantum chemistry calculation of a 5-piece molecular cluster, C3H16NO6 overall, from the Open Molecules 2025 dataset.

Results
<S²>: 0.755
Multiplicity: 2
HOMO (spin up / spin down) in eV: -18.059 / -18.059
Total charge: +2
HOMO-LUMO gap (spin up / spin down) in eV: 9.273 / 4.607

```
26
C3H16NO6 the ωB97M-V functional and the def2-TZVPD basis
O 1.93 -1.76 -1.83
C 1.77 -2.03 -0.60
C 1.14 -1.02 0.32
N 0.32 0.08 -0.32
C 0.91 0.85 -1.44
O 2.35 -3.00 -0.07
H 2.45 -2.38 -2.38
H 1.95 -0.56 0.90
H 0.48 -1.45 1.08
H -0.60 -0.39 -0.45
H 0.19 0.76 0.46
H 1.01 0.31 -2.37
H 1.87 1.22 -1.10
H 0.28 1.71 -1.67
H -2.80 -0.79 1.59
H -2.90 -0.08 0.12
O -2.55 -0.79 0.67
H 0.82 0.77 3.37
H -0.66 0.24 3.16
O 0.23 0.26 2.81
H -0.88 2.26 1.58
H 0.46 3.06 1.57
O 0.00 2.31 1.18
H -2.49 0.71 -2.72
H -3.01 -0.49 -1.93
O -2.32 0.19 -1.93
```

(6)
The following is a quantum chemistry calculation of C3H2Li2O3Y as an isolated structure, from the Open Molecules 2025 dataset.

Results
HOMO in eV: -18.446
Total charge: +3
HOMO-LUMO gap in eV: 4.779

```
11
C3H2Li2O3Y the ωB97M-V functional and the def2-TZVPD basis
C 0.99 0.67 0.18
C -0.08 -0.03 -0.24
O 1.32 1.86 -0.31
H 1.65 0.24 0.94
H -0.86 0.30 -0.92
Li 2.97 2.48 -0.72
Li -0.20 2.88 -0.12
O 0.09 -1.52 -0.24
C -1.01 -2.18 -0.03
O -2.09 -1.37 0.11
Y -2.79 -3.32 1.35
```

(7)
The following is a quantum chemistry calculation of C3H4BrI as an isolated structure, from the Open Molecules 2025 dataset.

Results
HOMO in eV: -9.045
HOMO-LUMO gap in eV: 8.208

```
9
C3H4BrI the ωB97M-V functional and the def2-TZVPD basis
C -1.06 1.03 -0.32
C 0.12 0.64 0.11
C 0.54 -0.73 0.16
Br 1.04 -1.37 1.92
I -0.65 -2.25 -0.88
H -1.15 2.08 -0.34
H -1.91 0.57 -0.84
H 0.85 1.16 0.78
H 2.22 -1.14 -0.59
```

(8)
The following is a quantum chemistry calculation of a 31-piece molecular cluster, H64NO30 overall, from the Open Molecules 2025 dataset.

Results
HOMO in eV: -12.734
Total charge: +1
HOMO-LUMO gap in eV: 9.993

```
95
H64NO30 the ωB97M-V functional and the def2-TZVPD basis
N -0.30 0.28 0.38
H -1.10 -0.34 0.42
H 0.48 -0.34 0.22
H -0.04 0.89 1.14
H -0.35 0.82 -0.48
O -2.08 1.07 4.42
H -3.01 0.95 4.22
H -1.83 0.28 4.90
O -0.98 3.41 5.46
H -1.49 2.60 5.50
H -1.05 3.69 4.55
O 4.49 3.61 1.30
H 3.62 3.88 1.00
H 4.36 3.32 2.20
O 1.32 1.39 -1.94
H 1.86 2.16 -2.10
H 1.17 1.01 -2.81
O -4.81 -0.62 -1.56
H -5.31 -0.23 -2.29
H -5.46 -1.14 -1.09
O 1.74 3.87 0.72
H 1.28 4.26 -0.03
H 1.14 3.19 1.04
O -3.49 -2.82 -2.66
H -3.72 -2.00 -2.23
H -2.53 -2.85 -2.63
O 4.22 -2.72 0.98
H 5.01 -2.17 0.98
H 4.49 -3.53 1.41
O 2.71 3.19 -3.63
H 2.76 3.95 -4.21
H 3.40 2.60 -3.95
O -1.19 3.85 -0.05
H -1.02 4.78 0.11
H -0.74 3.66 -0.88
O 1.91 -5.31 0.01
H 1.72 -4.60 0.62
H 2.76 -5.08 -0.37
O -1.63 -2.03 0.04
H -2.48 -2.04 0.47
H -1.43 -2.95 -0.13
O -3.79 2.81 0.32
H -3.81 1.91 0.02
H -2.97 3.16 -0.01
O -1.05 0.09 -3.85
H -1.38 0.44 -4.68
H -1.47 -0.76 -3.76
O 0.22 2.56 -5.84
H 0.15 1.86 -6.49
H 0.24 2.10 -5.00
O -0.79 -4.63 -1.47
H -0.54 -4.71 -2.39
H 0.00 -4.85 -0.98
O 2.26 0.08 4.07
H 2.92 -0.61 4.12
H 2.71 0.87 4.35
O 1.32 -1.60 -4.64
H 0.51 -1.14 -4.42
H 1.34 -2.36 -4.06
O -4.30 -0.70 3.37
H -4.53 -1.00 4.25
H -4.30 -1.49 2.84
O -2.91 -4.49 0.85
H -2.39 -4.88 0.15
H -3.18 -5.24 1.39
O -6.44 0.90 0.79
H -6.90 0.12 1.10
H -5.80 0.58 0.16
O 4.69 0.40 -2.05
H 5.19 0.49 -2.87
H 4.88 1.20 -1.56
O -1.71 -3.75 3.63
H -0.83 -3.43 3.46
H -1.99 -4.15 2.81
O 4.61 -2.36 -1.98
H 4.37 -2.69 -1.11
H 4.66 -1.41 -1.87
O -0.61 2.27 2.15
H -1.14 2.86 1.60
H -1.14 2.12 2.93
O 0.90 -2.32 3.42
H 0.76 -1.38 3.55
H 0.91 -2.68 4.30
O -2.45 0.80 -1.55
H -3.32 0.43 -1.68
H -2.07 0.83 -2.43
O 4.84 0.08 2.21
H 4.80 0.51 3.06
H 3.92 -0.04 1.96
O 2.19 -1.18 -0.08
H 2.56 -0.54 -0.69
H 2.95 -1.52 0.40
O 1.16 4.88 -1.89
H 1.94 4.75 -2.42
H 0.43 4.81 -2.52
```

(9)
The following is a quantum chemistry calculation of a 3-piece molecular cluster, C22H46BrN4O5S2 overall, from the Open Molecules 2025 dataset.

Results
HOMO in eV: -10.459
Total charge: +1
HOMO-LUMO gap in eV: 7.511

```
80
C22H46BrN4O5S2 the ωB97M-V functional and the def2-TZVPD basis
C 4.01 -3.49 0.65
C 3.90 -3.72 -0.69
C 2.97 -2.91 -1.55
N 1.89 -2.30 -0.72
C 0.76 -3.24 -0.57
C 0.26 -3.27 0.87
O -0.27 -4.22 1.32
Br 0.52 -1.67 1.96
C 1.52 -1.04 -1.10
N 0.22 -0.73 -1.41
C -0.06 -0.67 -2.86
C -1.60 -0.72 -3.13
C -2.35 -1.65 -2.18
C -3.86 -1.71 -2.46
C -4.53 -0.36 -2.25
N -4.55 -0.03 -0.80
N 2.46 -0.12 -1.08
C 2.30 1.29 -1.44
C 3.29 2.16 -0.64
C 2.49 3.15 0.22
C 1.76 2.41 1.37
C 0.26 2.74 1.48
O -0.05 3.30 2.77
C -1.11 2.62 3.36
C -0.71 1.39 4.13
O -2.23 3.02 3.27
H 3.15 -3.53 1.32
H 4.96 -3.29 1.12
H 4.49 -4.52 -1.12
H 3.59 -2.15 -2.02
H 2.53 -3.51 -2.35
H 1.15 -4.24 -0.75
H -0.05 -3.08 -1.26
H -0.13 0.07 -0.91
H 0.40 -1.50 -3.40
H 0.29 0.26 -3.30
H -1.69 -1.09 -4.15
H -1.95 0.31 -3.10
H -2.25 -1.35 -1.14
H -1.91 -2.65 -2.30
H -4.26 -2.37 -1.68
H -4.08 -2.16 -3.43
H -5.57 -0.45 -2.55
H -4.04 0.45 -2.79
H -5.30 0.64 -0.64
H -3.70 0.48 -0.57
H 3.38 -0.40 -0.78
H 1.30 1.66 -1.28
H 2.51 1.39 -2.51
H 3.91 2.73 -1.33
H 3.92 1.53 -0.03
H 3.14 3.94 0.59
H 1.73 3.61 -0.42
H 1.85 1.33 1.25
H 2.21 2.69 2.32
H -0.32 1.82 1.37
H -0.07 3.45 0.72
H -0.96 1.53 5.18
H 0.35 1.20 4.02
H -1.25 0.52 3.76
C 7.91 3.07 0.93
S 7.33 1.38 1.04
O 5.94 1.36 0.50
C 7.20 1.33 2.83
H 8.02 3.32 -0.13
H 7.19 3.74 1.39
H 8.88 3.15 1.42
H 6.52 2.11 3.17
H 8.19 1.46 3.27
H 6.81 0.36 3.11
C -8.66 -1.61 -0.11
S -8.91 0.16 -0.21
O -7.56 0.78 -0.39
C -9.35 0.39 1.52
H -8.33 -1.96 -1.08
H -7.90 -1.84 0.64
H -9.60 -2.10 0.15
H -8.54 0.04 2.16
H -10.27 -0.15 1.73
H -9.51 1.46 1.68
```

(10)
The following is a quantum chemistry calculation of an isolated ion of composition C18H27N2O2 and charge +1, from the Open Molecules 2025 dataset.

Results
Structure (SMILES): CC[N@H+](CCC(=O)N1CCc2ccccc21)C[C@@H]1CCCO1
HOMO in eV: -10.798
Total charge: +1
HOMO-LUMO gap in eV: 8.725

```
49
C18H27N2O2 the ωB97M-V functional and the def2-TZVPD basis
O -1.07 -0.55 -0.30
O -0.82 1.36 1.92
C -0.60 -0.77 -1.41
C 0.95 -4.30 1.06
C 1.73 -5.25 0.41
C 0.40 -3.18 0.46
C 1.97 -4.98 -0.94
C 0.62 -2.93 -0.87
C 1.29 -3.92 -1.51
N 0.23 -1.88 -1.75
C 2.19 2.16 -0.34
C -1.04 0.78 3.24
C -0.75 0.57 -2.24
C 1.37 -3.53 -3.00
C 0.77 -2.16 -3.11
C -1.44 1.97 4.00
C -2.21 2.88 2.99
C -1.87 2.26 1.60
C 1.04 3.01 -0.75
C -1.25 1.83 -1.47
C -1.20 3.15 0.47
N -0.26 2.34 -0.36
H 0.79 -4.46 2.11
H 2.39 -5.97 0.91
H -0.15 -2.33 1.02
H 2.76 -5.51 -1.44
H 1.95 2.00 0.67
H 3.15 2.68 -0.40
H 2.28 1.23 -0.88
H -1.97 0.19 3.22
H -0.09 0.47 3.62
H 0.22 0.70 -2.67
H -1.31 0.43 -3.05
H 2.44 -3.47 -3.36
H 0.86 -4.33 -3.59
H -0.03 -2.14 -3.88
H 1.52 -1.44 -3.27
H -2.05 1.77 4.85
H -0.54 2.53 4.27
H -1.82 3.85 3.35
H -3.30 3.11 3.11
H -2.76 1.74 1.29
H 1.25 3.98 -0.34
H 0.90 3.12 -1.79
H -1.50 2.55 -2.24
H -2.22 1.56 -0.98
H -2.04 3.41 -0.07
H -0.71 3.93 1.11
H -0.06 1.55 0.31
```

(11)
The following is a quantum chemistry calculation of a 3-piece molecular cluster, C5H18NO2 overall, from the Open Molecules 2025 dataset.

Results
HOMO in eV: -14.922
Total charge: +1
HOMO-LUMO gap in eV: 12.212

```
26
C5H18NO2 the ωB97M-V functional and the def2-TZVPD basis
C -0.50 0.49 2.27
C 0.24 0.31 0.97
C -0.05 1.26 -0.20
C 0.94 1.02 -1.35
C 1.08 2.31 -2.23
N 0.13 -1.13 0.45
H 0.10 0.09 3.09
H -0.62 1.56 2.45
H -1.51 0.16 2.37
H 1.29 0.34 1.11
H 0.10 2.31 0.06
H -1.09 1.05 -0.45
H 0.54 0.31 -2.08
H 1.93 0.75 -0.98
H 1.22 2.04 -3.27
H 1.85 2.97 -1.83
H 0.14 2.84 -2.13
H 0.43 -1.81 1.13
H -0.84 -1.43 0.24
H 0.63 -1.05 -0.44
H 0.11 -3.31 3.18
H 1.45 -3.96 2.78
O 0.76 -3.37 2.47
H -2.56 -0.58 -2.86
H -3.22 -1.91 -2.54
O -2.58 -1.28 -2.19
```

(12)
The following is a quantum chemistry calculation of the molecule C7H15ClNOP, from the Open Molecules 2025 dataset.

Results
Structure (SMILES): CC(C)[C@H](C)C[P@](=N)(Cl)C=O
HOMO in eV: -9.236
HOMO-LUMO gap in eV: 9.588

```
26
C7H15ClNOP the ωB97M-V functional and the def2-TZVPD basis
C 2.75 -1.72 -0.67
C -2.20 1.05 -1.13
C -2.46 -1.17 -0.05
C -0.37 0.98 1.64
C 0.82 0.79 -0.51
C -1.40 -0.17 -0.58
C -0.23 0.12 0.37
N 3.20 -0.53 1.73
O 2.12 -1.73 -1.64
P 2.76 -0.07 0.27
Cl 4.09 0.92 -0.81
H 3.40 -2.66 -0.25
H -2.73 1.64 -0.44
H -1.61 1.56 -1.98
H -3.10 0.66 -1.62
H -3.15 -1.51 -0.91
H -3.03 -0.88 0.83
H -1.98 -2.06 0.33
H -0.88 1.92 1.28
H 0.69 1.07 1.91
H -0.91 0.58 2.50
H 1.02 0.44 -1.49
H 0.94 1.89 -0.49
H -1.00 -0.55 -1.49
H 0.21 -0.75 0.82
H 3.05 0.19 2.38
```

no.,maximum force (eV/Å)
1,4.376
2,5.336
3,3.692
4,7.569
5,1.980
6,4.906
7,5.034
8,1.712
9,2.563
10,4.230
11,1.676
12,4.072